{"formula": "C44H31N9OPS4Ti", "method": "ωB97M-V/def2-TZVPD", "total_energy_ev": -137331.919, "orbital_gap_ev": 7.538, "total_charge": 1, "elements": ["Ti", "S", "C", "C", "C", "C", "N", "C", "C", "C", "S", "C", "N", "H", "H", "O", "C", "C", "C", "C", "C", "C", "C", "P", "C", "C", "C", "C", "C", "C", "C", "C", "C", "C", "C", "C", "H", "H", "H", "H", "H", "H", "H", "H", "H", "H", "H", "H", "H", "H", "N", "C", "N", "C", "C", "S", "C", "C", "S", "C", "N", "N", "H", "H", "H", "H", "H", "H", "C", "C", "N", "C", "C", "C", "C", "C", "C", "C", "C", "N", "C", "N", "H", "H", "H", "H", "H", "H", "H", "H", "H"], "coordinates": [[-0.225, -0.111, -0.050], [1.992, 1.054, -1.893], [0.851, 1.312, -3.222], [1.464, 1.548, -4.452], [0.728, 1.895, -5.571], [1.406, 2.148, -6.822], [1.966, 2.355, -7.806], [-0.663, 1.992, -5.459], [-1.276, 1.740, -4.244], [-0.546, 1.401, -3.096], [-1.462, 1.259, -1.606], [-1.472, 2.361, -6.599], [-2.123, 2.664, -7.498], [2.540, 1.457, -4.539], [-2.351, 1.829, -4.169], [0.310, -0.994, -1.674], [1.393, -0.490, -1.118], [2.472, -1.360, -0.540], [2.933, -2.479, -1.238], [3.961, -3.242, -0.712], [4.557, -2.877, 0.494], [4.097, -1.772, 1.193], [3.019, -1.028, 0.708], [2.263, 0.441, 1.513], [1.978, 0.014, 3.273], [2.220, -1.212, 3.883], [1.923, -1.404, 5.231], [1.377, -0.373, 5.981], [1.124, 0.856, 5.379], [1.418, 1.043, 4.037], [3.750, 1.530, 1.687], [4.051, 2.444, 0.678], [5.206, 3.214, 0.735], [6.072, 3.087, 1.811], [5.775, 2.193, 2.830], [4.622, 1.422, 2.774], [2.494, -2.724, -2.199], [4.326, -4.106, -1.256], [5.388, -3.453, 0.884], [4.588, -1.481, 2.114], [2.654, -2.027, 3.320], [2.132, -2.360, 5.697], [1.154, -0.522, 7.031], [0.702, 1.668, 5.960], [1.227, 2.009, 3.576], [3.385, 2.558, -0.165], [5.425, 3.917, -0.061], [6.972, 3.688, 1.858], [6.443, 2.095, 3.678], [4.403, 0.743, 3.589], [-0.088, -2.928, 2.363], [-0.847, -1.848, 2.661], [-0.797, -0.715, 2.000], [-1.684, 0.222, 2.548], [-2.419, -0.229, 3.576], [-2.007, -1.864, 3.929], [-1.598, 1.581, 2.016], [-2.259, 2.678, 2.415], [-1.610, 4.064, 1.631], [-0.494, 3.060, 0.777], [-0.606, 1.774, 1.060], [0.400, 3.570, -0.074], [0.750, -2.772, 1.826], [-0.040, -3.679, 3.030], [-3.152, 0.302, 4.166], [-3.061, 2.767, 3.134], [0.333, 4.530, -0.363], [0.917, 2.928, -0.657], [-2.302, -3.964, -0.676], [-1.353, -2.965, -0.577], [-1.678, -1.699, -0.286], [-2.980, -1.398, -0.139], [-3.998, -2.321, -0.267], [-3.638, -3.642, -0.509], [-5.412, -1.877, -0.140], [-6.089, -1.129, -1.007], [-5.732, -0.669, -2.379], [-4.616, -1.045, -3.116], [-4.499, -0.534, -4.396], [-5.387, 0.300, -4.930], [-6.425, 0.600, -4.147], [-6.645, 0.156, -2.912], [-1.993, -4.976, -0.904], [-0.308, -3.166, -0.758], [-3.224, -0.366, 0.069], [-4.406, -4.403, -0.597], [-5.921, -2.183, 0.770], [-7.090, -0.815, -0.731], [-3.866, -1.727, -2.750], [-3.652, -0.807, -5.019], [-7.172, 1.267, -4.564]]}

***

{"formula": "C44H32Br4INO3P2S2Sr", "method": "ωB97M-V/def2-TZVPD", "total_energy_ev": -383140.857, "orbital_gap_ev": 5.023, "total_charge": -2, "elements": ["Sr", "S", "P", "C", "P", "S", "C", "C", "C", "C", "C", "C", "C", "C", "C", "C", "C", "C", "C", "C", "C", "C", "C", "C", "C", "C", "C", "C", "C", "C", "H", "H", "H", "H", "H", "H", "H", "H", "H", "H", "H", "H", "H", "H", "H", "H", "H", "H", "H", "H", "Br", "C", "C", "Br", "C", "Br", "C", "O", "C", "O", "C", "Br", "I", "C", "C", "C", "C", "N", "C", "H", "H", "H", "H", "C", "C", "O", "C", "C", "C", "C", "C", "C", "H", "H", "H", "H", "H", "H", "H", "H"], "coordinates": [[-1.383, 0.980, -1.282], [0.911, 1.422, -2.917], [1.701, 0.720, -1.175], [0.749, 0.485, 0.202], [0.249, 1.813, 1.123], [-1.276, 3.045, 0.566], [-0.213, 1.134, 2.795], [0.084, -0.177, 3.140], [-0.201, -0.657, 4.419], [-0.774, 0.178, 5.366], [-1.077, 1.494, 5.026], [-0.808, 1.960, 3.748], [1.632, 2.959, 1.645], [2.436, 2.660, 2.745], [3.502, 3.477, 3.109], [3.800, 4.603, 2.353], [3.017, 4.905, 1.245], [1.936, 4.099, 0.905], [3.290, 1.670, -0.911], [3.748, 2.629, -1.805], [4.969, 3.271, -1.600], [5.743, 2.960, -0.489], [5.284, 2.009, 0.420], [4.070, 1.375, 0.206], [2.490, -0.922, -1.556], [3.146, -1.122, -2.768], [3.781, -2.325, -3.045], [3.766, -3.352, -2.105], [3.105, -3.165, -0.898], [2.468, -1.955, -0.627], [0.545, -0.801, 2.379], [0.023, -1.688, 4.670], [-1.005, -0.196, 6.357], [-1.538, 2.153, 5.754], [-1.059, 2.977, 3.469], [2.233, 1.770, 3.329], [4.106, 3.225, 3.973], [4.636, 5.238, 2.622], [3.250, 5.774, 0.640], [1.317, 4.348, 0.050], [3.131, 2.872, -2.662], [5.309, 4.021, -2.305], [6.689, 3.462, -0.322], [5.869, 1.774, 1.301], [3.701, 0.647, 0.922], [3.130, -0.329, -3.509], [4.274, -2.466, -4.001], [4.253, -4.296, -2.321], [3.070, -3.967, -0.169], [1.924, -1.790, 0.299], [-7.272, 1.793, -5.587], [-5.871, 1.027, -4.545], [-5.824, -0.329, -4.320], [-7.151, -1.500, -5.027], [-4.762, -0.862, -3.549], [-4.615, -2.730, -3.179], [-3.749, -0.070, -3.004], [-2.764, -0.528, -2.312], [-3.806, 1.384, -3.227], [-2.891, 2.109, -2.694], [-4.869, 1.866, -4.002], [-4.879, 3.753, -4.249], [0.985, -1.863, -6.416], [0.430, -2.800, -4.649], [0.717, -4.136, -4.434], [0.364, -4.685, -3.212], [-0.232, -3.864, -2.266], [-0.514, -2.584, -2.477], [-0.204, -2.058, -3.661], [1.209, -4.727, -5.196], [0.570, -5.725, -2.987], [-0.490, -4.254, -1.285], [-0.446, -1.013, -3.812], [-2.186, -2.260, 0.445], [-2.767, -1.109, 1.210], [-2.800, 0.010, 0.746], [-3.362, -1.316, 2.589], [-3.347, -2.543, 3.233], [-3.902, -2.674, 4.501], [-4.481, -1.572, 5.116], [-4.502, -0.343, 4.467], [-3.937, -0.213, 3.207], [-1.193, -2.480, 0.854], [-2.096, -2.003, -0.612], [-2.812, -3.151, 0.542], [-2.894, -3.400, 2.748], [-3.884, -3.634, 5.002], [-4.917, -1.671, 6.103], [-4.944, 0.521, 4.948], [-3.917, 0.734, 2.683]]}

***

{"formula": "C44H33As2F2RuS", "method": "ωB97M-V/def2-TZVPD", "total_energy_ev": -186692.093, "orbital_gap_ev": [3.984, 5.052], "spin_multiplicity": 2, "total_charge": -2, "s2": 0.78, "elements": ["Ru", "S", "C", "C", "C", "C", "C", "C", "As", "C", "C", "C", "C", "C", "C", "C", "C", "C", "C", "C", "C", "H", "H", "H", "H", "H", "H", "H", "H", "H", "H", "H", "H", "H", "H", "C", "C", "C", "C", "C", "C", "C", "H", "H", "H", "H", "H", "F", "C", "F", "H", "C", "C", "C", "C", "C", "C", "As", "C", "C", "C", "C", "C", "C", "C", "C", "C", "C", "C", "C", "H", "H", "H", "H", "H", "H", "H", "H", "H", "H", "H", "H", "H"], "coordinates": [[0.474, -0.295, -0.203], [-1.446, -0.418, -1.779], [-2.846, -0.913, -0.863], [-4.139, -0.660, -1.359], [-5.272, -1.002, -0.644], [-5.165, -1.626, 0.597], [-3.899, -1.911, 1.092], [-2.754, -1.576, 0.378], [-0.928, -1.825, 1.029], [-0.550, -3.621, 0.345], [0.525, -4.338, 0.870], [0.923, -5.534, 0.293], [0.263, -6.019, -0.830], [-0.798, -5.303, -1.365], [-1.205, -4.110, -0.780], [-1.327, -2.296, 2.902], [-1.673, -3.570, 3.345], [-1.990, -3.792, 4.679], [-1.970, -2.739, 5.584], [-1.623, -1.465, 5.152], [-1.297, -1.250, 3.820], [-4.226, -0.165, -2.320], [-6.251, -0.766, -1.049], [-6.050, -1.882, 1.169], [-3.805, -2.409, 2.051], [1.069, -3.939, 1.719], [1.766, -6.078, 0.705], [0.590, -6.941, -1.298], [-1.303, -5.663, -2.254], [-2.020, -3.543, -1.214], [-1.699, -4.393, 2.640], [-2.258, -4.789, 5.011], [-2.222, -2.911, 6.625], [-1.599, -0.640, 5.854], [-1.006, -0.261, 3.477], [1.542, -1.030, -1.437], [2.364, -1.592, -2.391], [2.525, -3.012, -2.534], [3.342, -3.538, -3.505], [4.059, -2.712, -4.387], [3.921, -1.319, -4.258], [3.109, -0.765, -3.300], [1.974, -3.662, -1.863], [3.430, -4.617, -3.592], [4.696, -3.139, -5.153], [4.466, -0.663, -4.931], [3.005, 0.310, -3.208], [2.178, -1.538, 1.863], [2.080, -0.338, 1.103], [2.053, 0.649, 2.167], [3.096, -0.213, 0.709], [-0.791, 5.232, 3.559], [-1.354, 5.397, 2.302], [-1.056, 4.504, 1.279], [-0.195, 3.432, 1.499], [0.354, 3.265, 2.770], [0.065, 4.161, 3.789], [0.271, 2.087, 0.094], [-0.475, 3.013, -1.449], [-1.791, 2.972, -1.886], [-2.144, 3.611, -3.068], [-1.176, 4.261, -3.826], [0.144, 4.290, -3.402], [0.499, 3.676, -2.203], [1.852, 3.658, -1.615], [2.970, 4.295, -2.147], [4.178, 4.252, -1.468], [4.273, 3.575, -0.256], [3.166, 2.926, 0.274], [1.958, 2.957, -0.407], [-1.021, 5.928, 4.357], [-2.027, 6.227, 2.113], [-1.494, 4.650, 0.299], [1.005, 2.417, 2.958], [0.506, 4.020, 4.769], [-2.532, 2.422, -1.319], [-3.170, 3.576, -3.414], [-1.451, 4.736, -4.761], [0.894, 4.784, -4.009], [2.901, 4.827, -3.089], [5.048, 4.747, -1.883], [5.219, 3.546, 0.272], [3.244, 2.377, 1.204]]}